Record 1
Below is a structure of composition C51H62BGaN3O3 in a non-equilibrium geometry, with properties calculated with ωB97M-V with the def2-TZVPD basis set.

Geometry as XYZ:
```
121
Properties=species:S:1:pos:R:3
C 1.730 -1.084 -0.546
C 2.795 -0.773 0.389
C 4.319 -0.446 0.038
Ga 4.556 0.694 -1.704
C 2.965 1.950 -2.090
C 2.892 3.258 -1.178
O 3.823 3.683 -0.436
C 1.514 4.112 -1.269
C 0.971 5.008 -0.133
C -0.442 5.725 -0.426
C -1.233 5.551 -1.743
C -0.662 4.664 -2.883
C 0.708 3.958 -2.620
C 6.388 1.623 -1.536
C 6.703 2.741 -2.645
N 5.570 3.664 -2.952
N 7.250 2.215 -3.931
N 7.802 3.612 -2.058
B 4.566 -0.728 -3.277
O 5.771 -0.914 -4.082
O 3.383 -1.544 -3.609
C 2.305 -0.721 -4.105
C 1.447 -1.408 -5.291
H 1.548 -2.140 -0.973
H 0.994 -0.241 -0.822
H 2.528 -0.805 1.518
H 4.957 -1.406 -0.035
H 4.736 0.156 0.936
H 3.059 2.307 -3.187
H 1.956 1.401 -1.944
H 1.524 5.136 0.853
H -0.886 6.378 0.403
H -2.255 6.040 -1.938
H -1.196 4.470 -3.880
H 1.100 3.309 -3.487
H 6.513 2.055 -0.483
H 7.215 0.817 -1.646
H 5.902 4.635 -3.097
H 5.008 3.348 -3.754
H 7.717 1.306 -3.820
H 6.526 2.119 -4.654
H 8.008 4.403 -2.696
H 7.338 4.032 -1.224
H 5.702 -0.309 -4.860
H 1.534 -0.429 -3.291
H 2.736 0.281 -4.482
H 0.414 -1.705 -4.863
H 1.946 -2.324 -5.752
H 1.222 -0.592 -6.074
C -1.062 1.519 3.750
C -1.869 2.243 4.622
C -2.361 3.489 4.244
C -2.053 4.007 2.989
C -1.248 3.282 2.115
C -0.749 2.040 2.497
H -0.676 0.549 4.046
H -2.115 1.836 5.598
H -2.986 4.056 4.927
H -2.441 4.977 2.693
H -1.004 3.687 1.140
H -0.117 1.477 1.818
C 4.303 5.607 2.763
C 4.711 6.364 3.857
C 4.160 6.128 5.113
C 3.206 5.128 5.277
C 2.801 4.368 4.183
C 3.346 4.610 2.926
H 4.731 5.793 1.783
H 5.460 7.140 3.731
H 4.473 6.723 5.964
H 2.779 4.940 6.257
H 2.058 3.586 4.311
H 3.026 4.022 2.072
C -0.317 -3.104 1.761
C -1.628 -3.011 2.220
C -2.358 -4.167 2.483
C -1.774 -5.416 2.297
C -0.462 -5.509 1.842
C 0.265 -4.354 1.570
H 0.251 -2.203 1.552
H -2.081 -2.036 2.371
H -3.382 -4.093 2.834
H -2.342 -6.317 2.506
H -0.006 -6.483 1.698
H 1.286 -4.426 1.209
C -6.648 0.770 1.287
C -5.627 1.098 2.174
C -4.398 1.535 1.691
C -4.192 1.653 0.319
C -5.215 1.329 -0.568
C -6.442 0.883 -0.085
H -7.605 0.425 1.665
H -5.790 1.011 3.243
H -3.601 1.784 2.383
H -3.235 1.999 -0.057
H -5.055 1.423 -1.637
H -7.236 0.624 -0.777
C -1.855 -9.472 -1.888
C -0.888 -8.481 -1.745
C -1.253 -7.208 -1.318
C -2.584 -6.928 -1.024
C -3.551 -7.920 -1.164
C -3.187 -9.191 -1.600
H -1.571 -10.464 -2.225
H 0.151 -8.702 -1.968
H -0.500 -6.435 -1.213
H -2.868 -5.937 -0.686
H -4.589 -7.702 -0.933
H -3.942 -9.962 -1.714
C -7.713 -2.996 0.407
C -8.265 -4.248 0.151
C -7.477 -5.391 0.253
C -6.139 -5.282 0.620
C -5.589 -4.030 0.879
C -6.374 -2.887 0.768
H -8.327 -2.105 0.324
H -9.311 -4.333 -0.128
H -7.906 -6.366 0.048
H -5.525 -6.173 0.705
H -4.546 -3.944 1.166
H -5.942 -1.912 0.965
```

As for the total charge: -1. The frontier orbital gap is 6.08 eV. The value obtained for the LUMO energy is 0.0791 Eh.

Atomic partial charges in e from the Mulliken method, atoms 1 to 99: atom 1 (C): -0.41, atom 2 (C): -0.14, atom 3 (C): -0.56, atom 4 (Ga): -0.54, atom 5 (C): -0.72, atom 6 (C): 0.50, atom 7 (O): -0.59, atom 8 (C): 0.52, atom 9 (C): -0.26, atom 10 (C): -0.44, atom 11 (C): -0.42, atom 12 (C): -0.57, atom 13 (C): -0.31, atom 14 (C): -0.62, atom 15 (C): 0.17, atom 16 (N): -0.37, atom 17 (N): -0.57, atom 18 (N): -0.78, atom 19 (B): 0.64, atom 20 (O): -0.66, atom 21 (O): -0.40, atom 22 (C): 0.63, atom 23 (C): -1.17, atom 24 (H): 0.07, atom 25 (H): 0.02, atom 26 (H): 0.28, atom 27 (H): 0.28, atom 28 (H): 0.24, atom 29 (H): 0.26, atom 30 (H): 0.45, atom 31 (H): 0.27, atom 32 (H): 0.33, atom 33 (H): 0.29, atom 34 (H): 0.32, atom 35 (H): 0.19, atom 36 (H): 0.25, atom 37 (H): 0.34, atom 38 (H): 0.24, atom 39 (H): 0.13, atom 40 (H): 0.28, atom 41 (H): 0.24, atom 42 (H): 0.31, atom 43 (H): 0.31, atom 44 (H): 0.25, atom 45 (H): -0.14, atom 46 (H): 0.02, atom 47 (H): 0.27, atom 48 (H): 0.30, atom 49 (H): 0.28, atom 50 (C): -0.31, atom 51 (C): -0.58, atom 52 (C): -0.53, atom 53 (C): -0.55, atom 54 (C): -0.27, atom 55 (C): -0.72, atom 56 (H): 0.43, atom 57 (H): 0.43, atom 58 (H): 0.39, atom 59 (H): 0.40, atom 60 (H): 0.59, atom 61 (H): 0.68, atom 62 (C): -0.42, atom 63 (C): -0.39, atom 64 (C): -0.36, atom 65 (C): -0.39, atom 66 (C): -0.63, atom 67 (C): -0.20, atom 68 (H): 0.45, atom 69 (H): 0.35, atom 70 (H): 0.34, atom 71 (H): 0.36, atom 72 (H): 0.47, atom 73 (H): 0.43, atom 74 (C): -0.19, atom 75 (C): -0.56, atom 76 (C): -0.48, atom 77 (C): -0.54, atom 78 (C): -0.50, atom 79 (C): -0.49, atom 80 (H): 0.32, atom 81 (H): 0.53, atom 82 (H): 0.73, atom 83 (H): 0.38, atom 84 (H): 0.46, atom 85 (H): 0.42, atom 86 (C): -0.49, atom 87 (C): -0.44, atom 88 (C): 0.23, atom 89 (C): -0.55, atom 90 (C): -0.48, atom 91 (C): -0.35, atom 92 (H): 0.38, atom 93 (H): 0.38, atom 94 (H): 0.11, atom 95 (H): 0.49, atom 96 (H): 0.39, atom 97 (H): 0.36, atom 98 (C): -0.31, atom 99 (C): -0.51


Record 2
Below is a structure of composition C51H62GeN6PSb2SeTi, with properties calculated with ωB97M-V with the def2-TZVPD basis set.

Geometry as XYZ:
```
125
Properties=species:S:1:pos:R:3
Ti 0.267 0.165 -0.250
C 0.897 2.895 4.784
N 0.993 1.817 3.797
C 1.550 0.598 4.052
C 1.449 -0.121 2.902
N 0.826 0.634 1.938
C 0.570 1.813 2.515
P -0.187 3.256 1.718
C 0.818 3.273 0.214
N 1.019 2.246 -0.616
C 1.822 2.733 -1.621
C 2.091 4.046 -1.392
N 1.458 4.376 -0.230
C 1.456 5.721 0.351
C -1.612 2.392 1.009
N -1.597 1.256 0.290
C -2.923 0.962 0.059
C -3.712 1.913 0.616
N -2.873 2.809 1.214
C -3.341 3.988 1.947
H 1.892 3.133 5.154
H 0.267 2.574 5.610
H 0.464 3.777 4.323
H 1.967 0.344 5.012
H 1.851 -1.102 2.724
H 2.156 2.147 -2.456
H 2.666 4.760 -1.957
H 2.460 6.130 0.287
H 1.158 5.672 1.394
H 0.766 6.360 -0.197
H -3.261 0.108 -0.489
H -4.783 2.022 0.631
H -4.018 4.551 1.310
H -2.499 4.616 2.217
H -3.864 3.671 2.846
C -0.660 -3.069 2.272
C -2.112 -3.150 1.801
C -2.596 -1.942 0.987
Sb -2.082 -2.189 -1.156
C -3.575 -1.329 -2.448
C -3.576 0.011 -2.835
C -4.500 0.483 -3.754
C -5.415 -0.385 -4.330
C -5.389 -1.728 -3.994
C -4.476 -2.202 -3.061
C -2.985 -4.124 -1.104
C -2.392 -5.237 -1.681
C -3.034 -6.470 -1.626
C -4.263 -6.586 -0.999
C -4.864 -5.465 -0.436
C -4.232 -4.233 -0.490
Sb 0.777 -2.660 0.735
C 2.567 -3.231 1.723
C 2.612 -3.408 3.102
C 3.776 -3.876 3.704
C 4.888 -4.165 2.930
C 4.842 -3.997 1.551
C 3.684 -3.533 0.947
C 0.730 -4.340 -0.541
C 1.055 -4.252 -1.891
C 1.189 -5.408 -2.650
C 0.994 -6.650 -2.061
C 0.667 -6.738 -0.714
C 0.542 -5.587 0.050
H -0.350 -4.001 2.746
H -0.529 -2.268 3.005
H -2.740 -3.239 2.692
H -2.256 -4.077 1.248
H -2.155 -1.029 1.393
H -3.677 -1.833 1.067
H -2.836 0.701 -2.455
H -4.488 1.528 -4.037
H -6.134 -0.018 -5.051
H -6.085 -2.418 -4.453
H -4.480 -3.255 -2.824
H -1.438 -5.157 -2.184
H -2.571 -7.336 -2.080
H -4.763 -7.544 -0.955
H -5.833 -5.548 0.037
H -4.733 -3.369 -0.072
H 1.743 -3.212 3.722
H 3.804 -4.029 4.775
H 5.790 -4.537 3.398
H 5.704 -4.245 0.946
H 3.648 -3.442 -0.134
H 1.223 -3.293 -2.367
H 1.453 -5.340 -3.698
H 1.102 -7.550 -2.651
H 0.518 -7.706 -0.253
H 0.312 -5.676 1.106
C 6.994 0.959 0.671
Ge 5.499 1.285 1.867
C 5.686 2.974 2.817
C 5.205 -0.210 3.080
C 3.828 1.539 0.792
Se 3.036 -0.122 0.177
C 4.080 -0.358 -1.436
H 7.916 0.958 1.254
H 7.077 1.742 -0.082
H 6.925 -0.008 0.173
H 6.550 2.933 3.481
H 4.805 3.185 3.426
H 5.838 3.800 2.122
H 6.144 -0.454 3.578
H 4.863 -1.100 2.549
H 4.476 0.043 3.850
H 3.989 2.175 -0.079
H 3.077 2.008 1.431
H 3.959 0.482 -2.116
H 3.769 -1.282 -1.918
H 5.118 -0.439 -1.126
C 0.940 -0.228 -2.181
C -0.075 0.025 -3.254
C -0.529 -1.045 -4.032
C -1.295 -0.830 -5.163
C -1.641 0.465 -5.531
C -1.227 1.535 -4.755
C -0.453 1.319 -3.623
H 1.850 0.330 -2.359
H 1.227 -1.283 -2.151
H -0.231 -2.057 -3.775
H -1.612 -1.670 -5.767
H -2.232 0.636 -6.421
H -1.493 2.545 -5.040
H -0.124 2.172 -3.045
```

As for the total charge: +3. The frontier orbital gap (alpha / beta) is 6.22 / 6.22 eV. The relative energy (zero: lowest compared OMol25 entry of this formula, charge and spin) is 0.0 kJ/mol. The value obtained for the LUMO energy (alpha / beta) is -0.3181 / -0.3181 Eh.

Atomic partial charges in e from the Mulliken method, atoms 1 to 99: atom 1 (Ti): 1.03, atom 2 (C): -0.83, atom 3 (N): 0.22, atom 4 (C): -1.39, atom 5 (C): -0.75, atom 6 (N): 1.28, atom 7 (C): -0.47, atom 8 (P): -0.89, atom 9 (C): -0.47, atom 10 (N): 1.88, atom 11 (C): -0.97, atom 12 (C): -1.24, atom 13 (N): 0.22, atom 14 (C): -0.90, atom 15 (C): -0.27, atom 16 (N): 2.13, atom 17 (C): -1.95, atom 18 (C): -2.24, atom 19 (N): 0.22, atom 20 (C): -0.85, atom 21 (H): 0.33, atom 22 (H): 0.36, atom 23 (H): 0.34, atom 24 (H): 0.66, atom 25 (H): 0.48, atom 26 (H): 0.70, atom 27 (H): 0.59, atom 28 (H): 0.38, atom 29 (H): 0.37, atom 30 (H): 0.33, atom 31 (H): 2.00, atom 32 (H): 0.55, atom 33 (H): 0.37, atom 34 (H): 0.32, atom 35 (H): 0.34, atom 36 (C): -0.97, atom 37 (C): -0.49, atom 38 (C): -1.26, atom 39 (Sb): 0.59, atom 40 (C): 0.90, atom 41 (C): 0.48, atom 42 (C): -1.15, atom 43 (C): -0.83, atom 44 (C): -0.88, atom 45 (C): -1.07, atom 46 (C): 0.17, atom 47 (C): -0.85, atom 48 (C): -0.64, atom 49 (C): -0.80, atom 50 (C): -0.79, atom 51 (C): 0.24, atom 52 (Sb): -0.38, atom 53 (C): 1.38, atom 54 (C): -0.45, atom 55 (C): -0.90, atom 56 (C): -0.77, atom 57 (C): -0.81, atom 58 (C): -0.81, atom 59 (C): 1.59, atom 60 (C): -0.15, atom 61 (C): -0.69, atom 62 (C): -0.68, atom 63 (C): -0.91, atom 64 (C): -0.77, atom 65 (H): 0.93, atom 66 (H): 0.32, atom 67 (H): 0.55, atom 68 (H): 0.02, atom 69 (H): 0.53, atom 70 (H): 0.74, atom 71 (H): 0.72, atom 72 (H): 0.50, atom 73 (H): 0.43, atom 74 (H): 0.50, atom 75 (H): 0.37, atom 76 (H): 0.56, atom 77 (H): 0.50, atom 78 (H): 0.42, atom 79 (H): 0.46, atom 80 (H): 0.39, atom 81 (H): 0.40, atom 82 (H): 0.49, atom 83 (H): 0.46, atom 84 (H): 0.49, atom 85 (H): 0.44, atom 86 (H): -0.03, atom 87 (H): 0.51, atom 88 (H): 0.46, atom 89 (H): 0.48, atom 90 (H): 0.43, atom 91 (C): -1.20, atom 92 (Ge): 0.66, atom 93 (C): -1.15, atom 94 (C): -0.75, atom 95 (C): -0.90, atom 96 (Se): 0.86, atom 97 (C): -1.39, atom 98 (H): 0.41, atom 99 (H): 0.38